86
Properties=species:S:1:pos:R:3:lowdin_spin:R:1 method="wB97M-V/def2-TZVPD" total_energy_ha=-2627.6590 total_charge=+1 relative_energy_kj_mol=210.71 gap_ha="0.2504 / 0.2572" molar_mass_da=786.1 spin_multiplicity=2 lumo_ha="-0.1105 / -0.1272"
Ir -0.21240 0.08864 0.13410 0.2350
N -0.86483 0.45668 2.55364 -0.0095
C -1.75050 -0.67847 2.82085 -0.0002
C -1.97384 -1.67460 1.66854 0.0008
O -2.59183 -2.68856 1.91093 -0.0001
O -1.48953 -1.44101 0.46626 0.0028
H -0.18181 0.62946 3.27919 0.0003
H -1.38184 1.31704 2.41149 -0.0003
H -2.74828 -0.34505 3.11433 -0.0001
H -1.36884 -1.26152 3.65354 0.0000
C 4.88239 1.10239 -0.44874 0.0025
S 3.48652 0.02946 -0.09532 0.0022
C 3.48277 -0.88464 -1.63665 -0.0004
O 2.28524 0.93748 -0.16459 0.0169
H 4.67095 1.68362 -1.34562 0.0000
H 5.77585 0.49340 -0.58309 0.0003
H 5.01524 1.75940 0.40809 0.0000
H 4.35684 -1.53394 -1.67608 0.0000
H 3.47637 -0.18619 -2.47273 0.0000
H 2.57296 -1.48209 -1.62465 -0.0001
C -0.13137 -5.77553 1.79550 0.0000
N 0.48144 -4.46254 1.92044 0.0006
N 0.67720 -3.64279 0.84167 0.0011
C 0.96201 -2.39215 1.28290 0.0006
O 1.19928 -1.43810 0.45247 0.0117
C 0.98012 -2.44662 2.68588 0.0006
C 0.63702 -3.73854 3.03697 -0.0001
C 0.39894 -4.33413 4.37706 0.0000
C 0.67388 -4.09548 -0.51453 0.0000
C -0.26661 -3.56849 -1.38780 -0.0001
C -0.24597 -3.98465 -2.71137 0.0000
C 0.68700 -4.91939 -3.13849 0.0001
C 1.61388 -5.44379 -2.24810 0.0000
C 1.61831 -5.02521 -0.92702 0.0001
H -0.45297 -5.91383 0.76812 0.0000
H -1.00523 -5.82385 2.44178 0.0000
H 0.57865 -6.55784 2.05900 0.0000
H 1.19680 -1.63359 3.35461 0.0001
H 0.73599 -3.64956 5.15167 0.0000
H 0.92646 -5.27998 4.49640 0.0000
H -0.66867 -4.51414 4.52175 0.0000
H -0.99430 -2.85951 -1.01522 -0.0001
H -0.97247 -3.58685 -3.40718 0.0000
H 0.68907 -5.24659 -4.16977 0.0000
H 2.33794 -6.17403 -2.58316 0.0000
H 2.34514 -5.40920 -0.22174 0.0000
C -0.56369 5.74973 -1.50285 0.0000
C 0.80679 5.08239 -1.49738 -0.0001
C 0.74346 3.56575 -1.35628 0.0009
S 0.40760 2.92044 0.29431 -0.0079
O -0.83108 3.54874 0.82820 0.0004
C 1.83730 3.60699 1.20406 -0.0028
C 1.43793 4.70479 2.18255 -0.0004
C 0.81051 4.16196 3.45988 0.0000
H -0.46315 6.82860 -1.62027 0.0000
H -1.10706 5.54794 -0.58154 0.0000
H -1.16704 5.38184 -2.33530 0.0000
H 1.43416 5.51106 -0.71123 0.0001
H 1.32524 5.29814 -2.43542 -0.0001
H 1.67102 3.06337 -1.63911 0.0001
H -0.05883 3.14652 -1.97003 0.0012
H 2.54843 3.95778 0.45666 -0.0001
H 2.29153 2.75917 1.71789 -0.0001
H 0.75459 5.40440 1.69890 0.0000
H 2.34398 5.26524 2.42637 -0.0001
H -0.14190 3.67617 3.24836 0.0000
H 0.62227 4.96261 4.17473 0.0000
H 1.47652 3.44207 3.94305 0.0000
C -1.06737 -0.13977 -3.52417 0.0112
C -2.33941 0.47764 -3.01601 0.0888
C -3.43067 0.64074 -3.85105 -0.0121
C -4.60680 1.23392 -3.40468 0.1144
C -4.71961 1.66233 -2.08665 -0.0125
C -3.67213 1.50890 -1.19866 0.0908
C -3.78481 1.91207 0.24327 0.0118
C -2.47725 0.93179 -1.68353 0.0271
N -1.41971 0.85721 -0.84870 0.4103
H -1.26798 -0.70625 -4.43219 0.0003
H -0.60103 -0.79877 -2.79110 0.0016
H -0.33205 0.63104 -3.77111 0.0044
H -3.35899 0.29616 -4.87509 -0.0027
H -5.43938 1.35458 -4.08416 0.0068
H -5.63952 2.11436 -1.73865 -0.0027
H -4.66196 2.53838 0.39709 0.0000
H -2.90259 2.46805 0.56783 0.0026
H -3.90031 1.02685 0.87668 0.0043

=====

117
Properties=species:S:1:pos:R:3:lowdin_spin:R:1 method="wB97M-V/def2-TZVPD" total_energy_ha=-3941.5741 total_charge=+1 relative_energy_kj_mol=256.92 gap_ha="0.1964 / 0.1965" molar_mass_da=1153.1 spin_multiplicity=6 lumo_ha="-0.0984 / -0.0984"
Dy 0.10309 -0.31839 0.55490 5.0720
C 1.13431 -4.87829 0.82051 -0.0001
C 0.42812 -3.67403 0.84095 -0.0005
N 0.93469 -2.53433 1.32218 -0.0111
C 2.17748 -2.53839 1.88678 -0.0004
C 2.76395 -3.75315 2.26098 -0.0001
C 2.32158 -4.88632 1.50163 0.0003
C 3.67208 -3.71747 3.35767 0.0002
C 3.93621 -2.49141 3.99338 -0.0001
C 3.53520 -1.27131 3.43654 0.0002
C 2.75122 -1.26737 2.26681 -0.0002
N 2.37840 -0.20484 1.48126 -0.0045
C 3.22335 0.79635 1.14312 0.0000
C 4.53389 0.98005 1.55591 0.0001
C 5.23758 2.12162 1.28776 0.0000
C 4.66315 3.19573 0.61504 0.0001
C 3.32584 3.08629 0.12752 -0.0002
C 2.58303 4.17718 -0.51781 0.0004
C 1.47233 3.87103 -1.27205 -0.0002
C 0.96561 2.57489 -1.22607 -0.0001
N 1.45261 1.65274 -0.39363 -0.0103
C 2.62630 1.81218 0.23106 -0.0005
H 0.69668 -5.70958 0.28666 -0.0001
H -0.52306 -3.70837 0.29686 0.0000
H 2.94730 -5.73172 1.46569 0.0000
H 4.31681 -4.59613 3.58610 0.0000
H 4.28920 -2.47052 4.99624 0.0000
H 3.80254 -0.31171 3.83826 0.0000
H 5.03243 0.11326 1.98172 0.0000
H 6.24635 2.15301 1.66059 0.0000
H 5.22608 4.10605 0.44148 0.0000
H 2.98933 5.18400 -0.43144 0.0000
H 0.91116 4.61807 -1.82464 -0.0001
H 0.12425 2.36001 -1.96812 0.0001
N -1.03957 -0.93539 2.73345 -0.0073
C -1.08029 0.16087 3.71646 0.0001
C -2.24559 0.01337 4.66217 0.0000
C -2.20293 0.84610 5.97447 -0.0001
C -1.38741 0.41289 7.20457 0.0000
N 0.10391 0.56379 7.06541 0.0000
C 0.76645 1.64076 7.29862 0.0000
N 0.21485 2.84812 7.40094 0.0000
N 2.07007 1.53867 7.65757 0.0000
C -0.92252 1.52526 2.97431 -0.0004
O -1.41401 2.50856 3.54352 0.0000
O -0.39617 1.40754 1.81101 -0.0121
H -2.02536 -1.15760 2.50881 0.0001
H -0.74855 -1.82011 3.06560 0.0001
H -0.12174 0.11329 4.30791 0.0000
H -2.28925 -1.01629 4.94523 0.0000
H -3.16665 0.30162 4.15315 0.0000
H -3.22908 0.83155 6.29834 0.0000
H -1.96712 1.92148 5.71096 0.0000
H -1.57568 -0.63369 7.43079 0.0000
H -1.67156 0.99639 8.02265 0.0000
H 0.65732 -0.31697 6.98863 0.0000
H -0.76236 3.06149 7.19455 0.0000
H 0.84789 3.59627 7.50992 0.0000
H 2.56789 0.63824 7.62717 0.0000
H 2.59831 2.36541 7.84838 0.0000
C 0.24807 1.25035 -6.34233 0.0000
C 0.33525 0.49498 -5.02243 0.0000
C 1.59807 0.02303 -4.67244 -0.0001
C 1.84197 -0.53687 -3.41771 0.0002
C 3.21114 -0.93340 -3.15841 0.0000
O 3.71610 -0.69497 -2.05017 0.0000
C 3.99230 -1.40405 -4.32555 0.0000
C 5.35166 -1.19481 -4.29996 0.0000
C 6.18134 -1.57378 -5.35435 0.0000
C 5.63448 -2.15982 -6.48218 0.0000
C 4.33402 -2.64424 -6.37135 0.0000
C 3.46951 -2.23459 -5.34444 0.0000
C 0.79690 -0.76620 -2.51327 -0.0006
O 1.01017 -1.20789 -1.28869 -0.0045
C -0.51025 -0.48587 -2.96289 -0.0003
C -0.70453 0.11525 -4.19938 -0.0002
C -1.68180 -0.83182 -2.10699 -0.0064
N -1.78094 -0.09141 -1.04746 -0.0115
C -3.12140 0.51623 -0.74503 0.0007
C -3.04266 1.75596 0.19050 -0.0001
Te -3.67235 3.80127 -0.47961 0.0000
C -5.55377 3.45059 -1.41742 0.0000
C -5.98405 4.44795 -2.30565 0.0000
C -7.15680 4.23415 -3.06136 0.0000
C -7.98309 3.12875 -2.73861 0.0000
C -7.58470 2.23415 -1.79192 0.0000
C -6.37673 2.36262 -1.05555 0.0000
C -2.59351 -1.96603 -2.43255 -0.0001
C -3.35658 -2.56573 -1.42546 -0.0010
C -4.14001 -3.73014 -1.74661 0.0000
C -4.12469 -4.24891 -2.98563 -0.0008
C -3.34509 -3.62913 -3.97948 0.0002
C -2.60238 -2.48576 -3.76575 -0.0006
H -0.74112 1.44014 -6.61556 0.0000
H 0.59630 0.59776 -7.13754 0.0000
H 0.84161 2.15328 -6.38739 0.0000
H 2.41830 0.27790 -5.37862 0.0000
H 5.69840 -0.84528 -3.32654 0.0000
H 7.22766 -1.29537 -5.30749 0.0000
H 6.23909 -2.40445 -7.34115 0.0000
H 3.93476 -3.11038 -7.29377 0.0000
H 2.44092 -2.54459 -5.39579 0.0000
H -1.73699 0.30790 -4.47513 0.0000
H -3.79820 -0.21180 -0.38247 -0.0001
H -3.46344 0.84785 -1.75828 0.0002
H -2.03191 1.90720 0.57713 0.0000
H -3.64715 1.57399 1.08980 0.0000
H -5.34774 5.32839 -2.42290 0.0000
H -7.49978 4.96557 -3.84104 0.0000
H -8.97703 2.95742 -3.22201 0.0000
H -8.22759 1.39193 -1.55648 0.0000
H -6.15047 1.76822 -0.19921 0.0000
H -3.30144 -2.16603 -0.37582 -0.0001
H -4.90439 -4.11107 -1.03732 0.0000
H -4.65461 -5.15854 -3.26758 0.0000
H -3.21650 -4.15608 -4.96549 0.0000
H -1.96432 -2.09459 -4.53769 0.0000

=====

10
Properties=species:S:1:pos:R:3:lowdin_charge:R:1 method="wB97M-V/def2-TZVPD" total_energy_ha=-491.8234 relative_energy_kj_mol=148.67 gap_ha=0.3392 molar_mass_da=119.1 lumo_ha=0.0110
O -0.26454 -1.52473 -2.11509 -0.0455
N 0.30044 -1.21401 -0.89671 0.0249
C -0.03213 -0.18751 -0.16018 -0.3673
O -0.74612 0.80056 -0.53929 0.1220
N -0.67224 1.59561 0.76303 0.0086
N 0.14863 1.12961 1.74980 0.1634
C 0.59342 0.08779 1.17155 -0.2101
F 1.82777 -0.51276 1.51810 0.0482
H 0.41417 -2.08434 -2.57742 0.1235
H -1.56941 1.90978 1.08622 0.1323

=====

42
Properties=species:S:1:pos:R:3:lowdin_spin:R:1 method="wB97M-V/def2-TZVPD" total_energy_ha=-2080.4170 total_charge=+2 gap_ha="0.2185 / 0.2202" molar_mass_da=530.1 spin_multiplicity=2 lumo_ha="-0.3299 / -0.3284"
C -0.03042 -2.43305 -2.71187 0.0000
C 0.34421 -1.14298 -2.06106 0.0008
H -0.78464 -3.00054 -2.14979 0.0000
H 0.88952 -3.01731 -2.83824 0.0000
H -0.37045 -2.25872 -3.75254 0.0001
O -0.32784 -0.58202 -1.14245 -0.0005
I 2.21866 -0.42623 -2.69893 0.0003
Ce -0.48734 0.40656 1.23009 1.0124
P -1.59854 2.41704 -0.70937 -0.0024
C -3.10314 3.41334 -0.43615 -0.0007
C -0.53061 3.67892 -1.49161 -0.0002
H -1.07417 4.16029 -2.31800 -0.0001
H -2.54980 2.24502 -2.91780 0.0000
H 0.37032 3.19767 -1.89235 0.0000
H -1.29161 0.98275 -2.67399 0.0000
H -2.99760 3.97555 0.50138 0.0000
H -0.25136 4.42829 -0.73797 0.0000
C -2.13407 1.51331 -2.21060 0.0002
H -3.20887 4.11310 -1.27999 -0.0001
H -2.90781 0.78896 -1.92816 0.0000
H -3.98702 2.76468 -0.38558 0.0000
P 1.51152 -2.07577 0.89669 -0.0035
C 0.82379 -2.68994 2.47438 0.0001
C 1.73222 -3.68131 0.05255 -0.0008
H 3.70593 -1.21192 0.39291 0.0000
H 3.83876 -2.64413 1.44808 -0.0001
H 3.32515 -1.05810 2.13015 0.0000
C 3.26634 -1.72322 1.26083 -0.0006
H 2.30020 -3.57310 -0.87867 0.0000
H 2.28694 -4.36925 0.70901 -0.0002
H 1.40395 -3.55312 2.81374 0.0000
H -0.21379 -3.01912 2.31930 0.0000
H 0.75767 -4.12756 -0.18299 0.0000
H 0.83781 -1.89644 3.23153 0.0001
C -2.66771 1.03770 1.69102 -0.0007
O -3.76235 1.32128 1.98377 0.0030
B 0.34573 1.57617 5.84675 -0.0008
C 0.41974 1.07647 4.45057 -0.0008
N 0.46049 0.68140 3.33432 -0.0044
H 0.17221 2.77525 5.76056 -0.0002
H 1.36755 1.28091 6.45761 -0.0005
H -0.60562 1.02406 6.37399 -0.0004